Entry from OMol25: a molecular structure, C47H44Br2HfN8O3P2S2Se2 in a non-equilibrium geometry (the ωB97M-V functional and the def2-TZVPD basis).

Charge: +2
E_tot (eV): -379839.9435
LUMO (eV): -5.91
HOMO-LUMO gap (eV): 6.13
Energy relative to the best compared isomer or geometry (same formula, charge and spin) (kJ/mol): 33.1
HOMO energy (Eh): -0.44256

XYZ file:
```
111
Properties=species:S:1:pos:R:3:mulliken_charge:R:1
Hf -1.63425 1.00152 -0.00461 -0.95
Br -5.82075 5.68836 -2.68128 -0.07
Br 1.42389 6.62066 -1.23097 -0.08
Se 4.42093 1.60911 -0.33748 -0.27
Se -1.36993 -1.45375 1.45630 -0.22
S 0.81027 5.53275 2.78202 1.50
S -2.94791 -0.28097 -1.94252 -0.54
P 0.81287 -1.59034 1.23342 0.18
P 3.96141 -0.30086 -1.08460 0.87
O 2.07089 4.87512 2.85726 -0.60
O 0.45172 6.55493 3.69249 -0.68
O 0.58669 6.17271 1.32759 -0.40
N -4.88151 -2.00682 -2.43982 -0.10
N -0.58441 2.76532 -0.17513 0.58
N -3.21094 1.17819 2.14935 0.02
N 0.01022 0.01692 -0.73210 1.85
N -3.22815 2.49479 -0.51375 1.01
N 0.33663 0.55748 -1.90500 -0.53
N 1.58285 0.34625 -2.15123 -0.55
N -4.44811 -1.67649 -0.21647 0.10
C 4.25506 -2.04573 -4.74774 -0.71
C -0.79426 5.15378 -0.33733 -2.28
C 2.27038 -5.70998 -0.05021 -0.66
C -2.70255 3.69665 -0.85155 0.80
C 2.68069 -5.21277 1.17632 -0.67
C -0.44253 4.25237 2.79232 -0.11
C 1.39737 -4.98167 -0.85059 -0.86
C -0.96193 1.91448 2.73390 -0.62
C -2.70944 3.56629 2.46101 -1.14
C 0.93392 -3.75242 -0.42094 -0.61
C 2.24780 0.22450 2.76790 -0.29
C 4.63099 -1.64254 -0.04810 0.72
C 2.13862 -0.35419 -1.12301 1.09
C -4.77781 -1.79288 -3.88736 -0.29
C 1.36342 -3.24861 0.80879 1.19
C 1.38177 4.13423 0.15471 -2.04
C 1.89194 -1.25727 5.10370 -0.92
C 5.06862 -2.84787 -0.59365 -0.32
C 1.56186 -0.98525 2.74369 1.37
C -2.29955 2.23872 2.47533 -0.03
C 1.13209 -0.55223 -0.18187 -1.40
C -1.77752 4.57574 2.62118 -0.74
C 5.94000 -3.50112 1.55347 -0.57
C 1.36607 -1.72485 3.91195 -0.81
C -0.03491 2.93495 2.89976 -0.80
C -6.15938 -1.84720 -4.51981 -1.36
C -1.30327 3.91740 -0.46258 1.60
C 5.72859 -3.76597 0.20845 -0.85
C -4.77772 4.41012 -1.79766 -0.27
C 5.50352 -2.30298 2.10163 -0.79
C 2.59092 -0.05504 5.12921 -0.91
C -5.33384 3.18315 -1.42462 -0.96
C 4.87493 -1.36729 1.29560 -0.40
C 0.77408 2.95353 0.06272 1.33
C 2.24016 -3.97178 1.61013 -0.25
C 5.74461 -0.15332 -4.71289 -0.68
C -4.18017 -1.40569 -1.49613 1.02
C 5.34546 0.14028 -3.41728 -0.68
C 0.60284 5.38967 0.10397 0.99
C -5.31202 -2.75541 0.27029 -0.81
C -6.76704 -2.32314 0.42258 -0.97
C -3.45001 4.66376 -1.51178 -0.93
C -4.52542 2.26896 -0.80554 -0.39
C 2.76709 0.68515 3.96873 -0.79
C 5.20970 -1.25069 -5.37044 -0.56
C 3.84618 -1.75784 -3.45742 -0.35
C 4.40702 -0.66941 -2.79029 0.62
H 2.63161 -6.67368 -0.38479 0.44
H -4.90726 -3.06899 1.23132 0.35
H 3.08683 -2.36473 -2.97500 0.43
H 6.47266 0.47519 -5.20742 0.43
H 1.00551 2.72652 3.10134 0.69
H 4.62926 -0.39168 1.68863 0.29
H -4.13358 -2.56070 -4.31932 0.24
H -4.16637 1.51526 2.21097 0.37
H 5.74985 0.99572 -2.89059 0.40
H -5.22845 -3.61364 -0.39983 0.49
H 1.07549 -5.37911 -1.80392 0.48
H -6.61231 -2.83164 -4.39033 0.38
H 2.39889 0.78884 1.85160 0.42
H 1.37062 2.05297 0.15750 -0.65
H -4.92232 1.30814 -0.50307 0.61
H 3.31770 1.61770 3.98894 0.64
H 5.68674 -2.07600 3.14437 0.49
H -2.99541 5.59250 -1.82149 0.64
H -2.07293 5.61795 2.60412 0.51
H -3.75561 3.81410 2.32131 0.36
H 2.44572 4.19555 0.31801 0.34
H 4.93565 -3.05701 -1.64608 0.43
H -3.11735 0.41703 2.81543 0.43
H -6.36908 2.95850 -1.63459 0.48
H 6.09477 -4.68823 -0.22436 0.45
H -0.67092 0.88435 2.90680 1.27
H -7.17943 -1.96697 -0.52221 0.28
H 1.75213 -1.82830 6.01156 0.47
H -3.86423 -1.22740 0.46091 -0.25
H -6.07729 -1.65456 -5.58766 0.39
H -1.38658 6.03979 -0.51638 0.37
H 3.00141 0.30278 6.06425 0.49
H -6.85783 -1.52623 1.16050 0.29
H 0.23564 -3.18748 -1.02914 0.48
H -4.30896 -0.82754 -4.05791 0.40
H 2.57825 -3.57315 2.55612 0.37
H 6.47335 -4.21372 2.16999 0.45
H -5.56620 -2.69503 -2.16145 0.18
H -7.36866 -3.16543 0.76251 0.40
H 3.82843 -2.89152 -5.27107 0.43
H 3.35309 -5.78378 1.80151 0.48
H 5.53275 -1.48847 -6.37519 0.41
H -6.82000 -1.09533 -4.08733 0.33
H 0.79566 -2.64606 3.87951 0.58
```